This record from the OMol25 dataset describes C28H44BrN3P2PtS as an isolated structure. The level of theory is ωB97M-V/def2-TZVPD.

```
! RIJCOSX wB97M-V def2-TZVPD def2/J DEFGRID3
* xyz 4 5
C -0.812 6.894 -4.007
C -0.958 5.569 -4.467
C -1.337 5.459 -5.818
C -1.340 6.578 -6.685
N -1.090 7.839 -6.229
C -0.837 7.990 -4.906
C -0.752 4.335 -3.666
C -0.980 3.222 -3.121
C -1.356 2.779 -1.804
C -0.273 2.789 -0.893
C -0.526 2.454 0.473
C -1.805 1.816 0.751
C -2.904 2.009 -0.117
C -2.647 2.461 -1.388
Pt 0.048 -0.044 -0.479
P 1.912 -1.180 0.758
H -1.644 4.508 -6.206
H -0.704 7.108 -2.959
H -1.550 6.478 -7.778
H -0.654 9.057 -4.571
H -3.483 2.459 -2.104
H 0.669 2.943 -1.384
H -3.883 1.646 0.159
H 0.228 2.649 1.327
C 2.237 -2.593 2.034
C 3.200 -3.640 1.487
H 1.246 -2.990 2.226
H 2.563 -2.119 2.971
H 3.293 -4.484 2.180
H 2.889 -3.990 0.491
H 4.219 -3.258 1.388
C 2.701 -1.772 -0.847
C 3.359 -0.511 -1.414
H 1.863 -2.077 -1.493
H 3.341 -2.682 -0.840
H 3.324 -0.559 -2.507
H 2.726 0.335 -1.107
H 4.400 -0.332 -1.109
C 3.356 -0.241 1.590
C 4.697 -0.991 1.592
H 3.004 -0.030 2.620
H 3.441 0.716 1.071
H 5.537 -0.325 1.810
H 4.764 -1.796 2.338
H 4.933 -1.431 0.614
Br -2.076 0.468 2.125
P -1.751 -2.204 -0.682
C -0.250 -3.237 -0.785
C -0.231 -4.670 -1.399
H 0.191 -3.110 0.238
H 0.407 -2.529 -1.357
H 0.795 -4.975 -1.672
H -0.708 -5.383 -0.708
H -0.891 -4.576 -2.259
C -2.859 -2.597 0.723
C -4.277 -3.204 0.600
H -2.841 -1.630 1.236
H -2.188 -3.254 1.309
H -4.610 -3.307 1.643
H -4.963 -2.634 -0.064
H -4.165 -4.224 0.193
C -2.384 -0.899 -1.819
C -2.719 -1.434 -3.243
H -1.619 -0.087 -1.672
H -3.264 -0.407 -1.390
H -3.065 -0.665 -3.951
H -1.901 -2.059 -3.645
H -3.502 -2.195 -3.094
S 0.910 0.922 3.270
C 0.617 -0.141 4.524
N 1.597 -0.575 5.404
C 0.972 -0.680 6.736
C -0.544 -0.570 6.463
N -0.632 -0.483 4.986
H 2.504 -0.206 5.341
H 1.261 0.169 7.350
H 1.259 -1.589 7.271
H -0.933 0.363 6.917
H -1.098 -1.404 6.886
H -1.456 -0.040 4.547
*
```

Computed properties:
* HOMO-LUMO gap (alpha / beta): 0.2579 / 0.1934 Ha
* E: -5029.98398 Eh